Version w
Density functional theory data (ωB97M-V/def2-TZVPD) for a cluster of 3 separate species, C5H14O2 in total.

```
! wB97M-V def2-TZVPD RIJCOSX def2/J DEFGRID3
* xyz 1 2
C 1.28 0.51 1.45
C 0.93 0.82 0.00
C -0.56 1.19 -0.25
C -1.06 0.93 -1.56
C -2.11 1.66 -2.15
H 0.65 0.89 2.26
H 1.08 -0.56 1.58
H 2.35 0.52 1.64
H 1.49 1.73 -0.22
H 1.40 0.07 -0.62
H -0.82 2.19 0.11
H -1.11 0.61 0.53
H -0.68 0.22 -2.28
H -2.15 2.73 -1.92
H -2.83 1.08 -2.69
H 0.75 -2.23 2.35
H -0.11 -2.79 3.38
O -0.03 -2.80 2.42
H 0.62 -2.92 -0.89
H 0.08 -1.69 -1.74
O 0.83 -2.15 -1.40
*
```

Values from the calculation:
E_HOMO (alpha / beta), hartree: -0.5271 / -0.5271
Gap between HOMO and LUMO (alpha / beta), eV: 8.53 / 5.98

---

Version x
Density functional theory data (ωB97M-V/def2-TZVPD) for a cluster of 3 separate species, C5H14O2 in total.

```
! wB97M-V def2-TZVPD RIJCOSX def2/J DEFGRID3
* xyz 1 2
C -3.42 -0.61 0.60
C -1.99 -0.80 1.21
C -1.27 0.47 1.39
C -0.14 1.04 0.87
C 0.33 2.35 0.43
H -3.98 -1.51 0.77
H -3.88 0.26 1.06
H -3.13 -0.30 -0.39
H -2.07 -1.28 2.23
H -1.39 -1.41 0.49
H -1.87 1.25 1.89
H 0.44 0.12 0.76
H -0.19 3.23 0.82
H 1.39 2.34 0.53
H 0.16 2.40 -0.66
H 1.77 0.57 -4.49
H 1.16 -0.82 -4.12
O 1.31 0.06 -3.74
H 5.60 -2.20 0.90
H 5.62 -3.00 -0.49
O 5.53 -2.16 -0.05
*
```

Values from the calculation:
E_HOMO (alpha / beta), hartree: -0.4962 / -0.4962
Gap between HOMO and LUMO (alpha / beta), eV: 9.06 / 5.47

---

Version y
Density functional theory data (ωB97M-V/def2-TZVPD) for a cluster of 3 separate species, C5H14O2 in total.

```
! wB97M-V def2-TZVPD RIJCOSX def2/J DEFGRID3
* xyz 1 2
C -1.61 1.52 -1.08
C -0.64 1.34 0.00
C 0.16 0.18 0.01
C 1.43 -0.02 0.68
C -0.46 2.40 0.96
H -1.35 0.92 -1.95
H -2.65 1.30 -0.82
H -1.71 2.54 -1.46
H -0.41 -0.67 -0.32
H 2.31 0.33 0.14
H 1.61 -1.06 0.79
H 1.43 0.47 1.65
H 0.11 3.20 0.47
H -1.38 2.92 1.21
H 0.09 2.09 1.84
H -4.21 -3.30 1.85
H -5.33 -2.18 1.92
O -5.10 -3.06 1.62
H 5.79 -2.86 -3.26
H 5.86 -2.72 -1.77
O 6.06 -3.35 -2.48
*
```

Values from the calculation:
E_HOMO (alpha / beta), hartree: -0.4954 / -0.4954
Gap between HOMO and LUMO (alpha / beta), eV: 8.57 / 5.68

---

Most favorable first, least favorable last: version y, version x, version w

---

Version w
Density functional theory data (ωB97M-V/def2-TZVPD) for the molecule C2H3BrN2S.

```
! wB97M-V def2-TZVPD RIJCOSX def2/J DEFGRID3
* xyz 0 1
C -1.21 0.25 -1.03
C 0.73 0.11 -0.01
N 0.03 0.05 -1.22
N -0.08 -0.02 1.06
S -1.68 0.39 0.68
Br 1.72 2.05 -0.22
H -2.16 0.34 -1.73
H 1.80 -0.60 0.17
H 0.28 -0.20 1.96
*
```

Values from the calculation:
E_HOMO, hartree: -0.3164
SMILES: Br[C@@H]1N=CSN1
Gap between HOMO and LUMO, eV: 8.85

---

Version x
Density functional theory data (ωB97M-V/def2-TZVPD) for a cluster of 2 separate species, C2H3BrN2S in total.

```
! wB97M-V def2-TZVPD RIJCOSX def2/J DEFGRID3
* xyz 0 1
C -0.31 1.83 2.11
C 0.22 -0.68 -1.35
N 0.75 1.57 2.59
N -0.39 -1.42 -2.22
S -1.80 1.99 1.70
Br 1.17 -1.72 -0.06
H -0.93 -0.95 -2.94
H 1.70 1.83 2.44
H -0.40 -2.44 -2.27
*
```

Values from the calculation:
E_HOMO, hartree: -0.3239
Gap between HOMO and LUMO, eV: 9.63

---

Most favorable first, least favorable last: version w, version x

---

Version w
Density functional theory data (ωB97M-V/def2-TZVPD) for the ion H5N4O with charge -1.

```
! wB97M-V def2-TZVPD RIJCOSX def2/J DEFGRID3
* xyz -1 1
N 0.63 0.75 1.08
N 0.75 -0.61 -0.81
N -1.34 -0.21 0.17
N 0.04 -0.41 0.45
O -1.57 0.14 -1.19
H 1.39 0.30 1.52
H 0.84 1.41 0.39
H -0.09 -0.37 -1.41
H 1.04 -1.57 -0.90
H -1.69 0.57 0.68
*
```

Values from the calculation:
E_HOMO, hartree: -0.0565
SMILES: NN(N)N[O-]
Gap between HOMO and LUMO, eV: 6.63

---

Version x
Density functional theory data (ωB97M-V/def2-TZVPD) for a cluster of 2 separate species, H5N4O in total.

```
! wB97M-V def2-TZVPD RIJCOSX def2/J DEFGRID3
* xyz -1 1
N -2.79 -0.50 0.14
N 2.28 0.80 -0.09
N -1.56 -1.07 -0.06
N -0.37 -0.51 0.17
O -0.37 0.73 0.68
H -2.52 0.57 0.47
H 1.34 0.41 0.01
H 2.99 0.10 -0.29
H 2.42 1.54 -0.73
H -1.44 -2.06 -0.28
*
```

Values from the calculation:
E_HOMO (alpha / beta), hartree: -0.0804 / -0.0803
Gap between HOMO and LUMO (alpha / beta), eV: 7.00 / 7.00

---

Most favorable first, least favorable last: version x, version w

---

Version w
Density functional theory data (ωB97M-V/def2-TZVPD) for a structure of composition C10H13O3.

```
! wB97M-V def2-TZVPD RIJCOSX def2/J DEFGRID3
* xyz -1 1
C -1.05 -0.73 -2.63
C -2.07 -1.50 -3.47
C -0.05 0.09 -3.48
O -0.09 0.14 -4.70
O 0.94 0.62 -2.79
H -1.65 -0.09 -2.00
H -0.42 -1.43 -2.08
H -2.56 -2.22 -2.78
H -1.79 -2.09 -4.34
H -2.86 -0.80 -3.91
C 0.32 1.54 4.25
C 1.08 -0.30 0.39
C 0.09 0.69 0.54
C 1.68 -0.77 1.58
C -0.09 1.22 1.80
C 1.39 -0.23 2.82
C 0.60 0.92 2.93
O 1.34 -0.82 -0.79
H 1.27 -0.01 -1.78
H -0.47 0.98 -0.32
H 2.43 -1.54 1.41
H -0.97 1.89 1.83
H 1.91 -0.72 3.69
H -0.51 2.23 4.30
H 1.13 2.25 4.53
H 0.38 0.67 4.98
*
```

Values from the calculation:
E_HOMO, hartree: -0.1545
Gap between HOMO and LUMO, eV: 7.56

---

Version x
Density functional theory data (ωB97M-V/def2-TZVPD) for a cluster of 2 separate species, C10H13O3 in total.

```
! wB97M-V def2-TZVPD RIJCOSX def2/J DEFGRID3
* xyz -1 1
C 1.21 3.20 -1.37
C -0.32 3.03 -1.61
C 1.79 1.91 -0.73
O 2.95 1.59 -1.05
O 1.06 1.31 0.10
H 1.64 3.30 -2.36
H 1.44 4.06 -0.77
H -0.68 2.17 -1.07
H -0.61 3.05 -2.66
H -0.83 3.93 -1.24
C -2.82 -2.10 0.16
C -1.00 -2.04 1.94
C -1.39 -1.89 0.62
C 0.35 -1.86 2.24
C -0.42 -1.73 -0.38
C 1.24 -1.46 1.26
C 0.82 -1.23 -0.04
O 2.61 -1.51 1.51
H -1.71 -2.22 2.73
H 0.72 -1.99 3.25
H -3.19 -1.36 -0.54
H -3.54 -1.87 0.96
H -0.73 -1.70 -1.42
H 1.46 -0.82 -0.80
H 2.94 -0.61 1.34
H -2.99 -3.15 -0.07
*
```

Values from the calculation:
E_HOMO, hartree: -0.1620
Gap between HOMO and LUMO, eV: 7.80

---

Most favorable first, least favorable last: version w, version x

---

Version w
Density functional theory data (ωB97M-V/def2-TZVPD) for the molecule C4H8OS2.

```
! wB97M-V def2-TZVPD RIJCOSX def2/J DEFGRID3
* xyz 0 1
C -0.68 0.13 1.91
C -0.60 0.62 0.48
C -0.18 -0.51 -0.53
C 1.37 -0.53 -0.60
H -0.68 0.98 2.61
H -1.46 -0.52 2.13
H 0.23 -0.45 2.08
H -0.57 -1.47 -0.22
H -1.95 0.49 -1.84
H 1.72 -0.43 0.43
H 1.63 -1.52 -1.03
H 1.04 0.78 -1.91
O 1.78 0.59 -1.33
S -0.66 2.17 0.04
S -0.98 -0.33 -2.22
*
```

Values from the calculation:
E_HOMO, hartree: -0.3217
SMILES: CC(=S)[C@@H](S)CO
Gap between HOMO and LUMO, eV: 8.49

---

Version x
Density functional theory data (ωB97M-V/def2-TZVPD) for a cluster of 2 separate species, C4H8OS2 in total.

```
! wB97M-V def2-TZVPD RIJCOSX def2/J DEFGRID3
* xyz 0 1
C -0.98 -0.66 -0.54
C -2.47 -0.56 -0.63
O -3.18 -0.11 -1.48
C -0.62 -0.31 0.91
S -1.77 0.73 1.65
S 2.17 -0.43 -0.64
C 2.73 1.19 -0.05
H -0.42 0.01 -1.21
H -0.77 -1.74 -0.81
H -3.00 -1.27 0.11
H -0.64 -1.31 1.43
H 0.46 0.01 0.97
H 3.73 1.40 -0.46
H 1.99 1.97 -0.32
H 2.77 1.08 1.05
*
```

Values from the calculation:
E_HOMO, hartree: -0.3114
Gap between HOMO and LUMO, eV: 4.16

---

Most favorable first, least favorable last: version w, version x

---

Version w
Density functional theory data (ωB97M-V/def2-TZVPD) for a cluster of 4 separate species, C3H12O5 in total.

```
! wB97M-V def2-TZVPD RIJCOSX def2/J DEFGRID3
* xyz 0 1
O 0.25 -1.16 1.63
C -0.73 -0.46 1.47
C -0.43 0.96 0.88
C 1.02 1.30 1.13
O 1.45 2.02 -0.01
H -1.75 -0.74 1.81
H -0.66 1.11 -0.23
H -1.05 1.73 1.45
H 1.20 2.02 1.83
H 1.62 0.38 1.37
H 2.42 1.99 -0.08
H -3.46 -0.20 -1.44
H -1.94 -0.34 -1.24
O -2.78 -0.26 -0.82
H -0.46 -1.90 -0.61
H 0.31 -1.55 -1.88
O -0.53 -1.78 -1.55
H 1.44 0.14 -1.00
H 2.54 -0.80 -1.66
O 1.69 -0.39 -1.65
*
```

Values from the calculation:
E_HOMO, hartree: -0.3760
SMILES: O=CCCO.O.O.O
Gap between HOMO and LUMO, eV: 10.78

---

Version x
Density functional theory data (ωB97M-V/def2-TZVPD) for a cluster of 4 separate species, C3H12O5 in total.

```
! wB97M-V def2-TZVPD RIJCOSX def2/J DEFGRID3
* xyz 0 1
O -0.50 1.93 -0.23
C -1.08 1.66 0.75
C -1.32 0.21 1.18
C -1.39 -0.03 2.75
O -0.31 -0.85 3.13
H -1.62 2.44 1.34
H -2.00 -0.23 0.54
H -0.63 -0.45 0.80
H -1.30 0.97 3.23
H -2.24 -0.69 3.21
H -0.19 -1.56 2.42
H 3.40 0.29 0.10
H 2.40 0.77 -0.91
O 3.11 0.18 -0.87
H 2.12 -0.95 -1.51
H 1.56 -2.32 -1.66
O 1.68 -1.56 -2.13
H -0.32 -1.03 -3.72
H -1.23 0.25 -3.63
O -1.13 -0.76 -3.43
*
```

Values from the calculation:
E_HOMO, hartree: -0.3716
SMILES: O=CCCO.O.O.O
Gap between HOMO and LUMO, eV: 10.49

---

Most favorable first, least favorable last: version w, version x